Formula: C44H59IrN9O3PSe2
Source: the Open Molecules 2025 dataset
Level of theory: wB97M-V/def2-TZVPD

Each line ends with the Mulliken spin population.
Cartesian coordinates (Å):
Ir 0.320522 0.412105 0.308801  0.82
O -1.181938 -2.008774 4.401995  0.00
C -0.558938 -2.141749 5.653864  0.00
C 0.877771 -1.615061 5.549891  0.00
C 1.544645 -1.777502 6.942905  0.00
O 2.884876 -1.362170 6.951268  0.00
C 0.893199 -0.128962 5.215292  0.04
Se 0.051291 0.344639 3.516314  -0.04
C 1.667230 -2.424943 4.529651  0.00
Se 1.031503 -2.246857 2.686678  0.11
H -2.076580 -2.363555 4.430430  0.00
H -0.537646 -3.194971 5.969040  0.00
H -1.099492 -1.565471 6.418016  0.00
H 1.441319 -2.817618 7.271263  0.00
H 1.010562 -1.140941 7.657721  0.00
H 3.471559 -2.116641 6.836065  0.00
H 1.922881 0.236808 5.209395  0.00
H 0.339982 0.421928 5.977889  0.00
H 1.599883 -3.488914 4.768399  0.00
H 2.718278 -2.122525 4.542622  0.00
C 5.959282 -0.389677 -0.310972  0.00
N 4.681899 -0.054281 0.271053  0.00
C 3.513330 0.188581 -0.326698  0.00
N 2.590819 0.469738 0.584868  0.01
C 3.273939 0.373642 1.752346  0.00
N 4.530064 0.062316 1.588329  0.00
C 6.048187 -1.845527 -0.718306  0.00
C 6.983844 -2.702575 -0.152868  0.00
C 7.062339 -4.025180 -0.567847  0.00
C 6.204879 -4.514718 -1.535262  0.00
C 5.250353 -3.665435 -2.091841  0.00
C 5.190047 -2.333095 -1.689955  0.00
C 4.290091 -4.142569 -3.059872  0.00
N 4.138145 -5.346219 -3.528717  0.00
N 3.093513 -5.322581 -4.360709  0.00
C 2.636753 -4.105289 -4.377567  0.00
O 3.359474 -3.296933 -3.565898  0.00
C 1.500120 -3.584825 -5.099412  0.00
C 0.716995 -4.415340 -5.897144  0.00
C -0.396235 -3.895346 -6.529051  0.00
C -0.741600 -2.562878 -6.367810  0.00
C 0.048230 -1.725868 -5.588977  0.00
C -0.313461 -0.266431 -5.425773  0.00
N 0.192387 0.265784 -4.187610  0.00
C -0.103895 -0.102438 -2.938903  -0.04
N 0.660919 0.565294 -2.088668  0.12
C 1.432622 1.335496 -2.889847  -0.02
N 1.168000 1.173510 -4.158720  0.01
C 1.173348 -2.238078 -4.967655  0.00
H 6.716763 -0.154725 0.439348  0.00
H 6.116406 0.241139 -1.191876  0.00
H 3.351264 0.160488 -1.382623  0.00
H 2.843453 0.553589 2.714613  0.00
H 7.658574 -2.336777 0.607097  0.00
H 7.797820 -4.677521 -0.122118  0.00
H 6.255971 -5.538926 -1.868195  0.00
H 4.461326 -1.686593 -2.153383  0.00
H 0.997371 -5.449670 -6.005510  0.00
H -1.011081 -4.532620 -7.144165  0.00
H -1.624422 -2.174783 -6.852954  0.00
H -1.400557 -0.145906 -5.461116  0.00
H 0.131247 0.337253 -6.222996  0.00
H -0.829388 -0.841997 -2.670053  0.00
H 2.194796 1.998116 -2.534426  0.00
H 1.809661 -1.601968 -4.370654  0.00
N -0.568494 -2.582603 -0.421060  -0.01
C -0.183844 -1.574489 -0.011665  0.03
C -2.537779 4.870750 3.632157  0.00
C -1.126474 4.354564 3.382776  0.00
C -1.014535 3.809471 1.955468  0.00
C -2.267122 3.012802 1.536868  0.00
C -3.007922 2.522820 2.777752  0.01
C -3.539572 3.711624 3.585074  0.00
P -1.800305 1.649130 0.327963  -0.01
C -3.268387 0.483997 0.360375  -0.01
C -3.127781 -0.522708 1.520160  0.02
C -3.788858 -1.868042 1.203534  0.00
C -5.089504 -1.669147 0.432226  0.00
C -4.825838 -0.993608 -0.921593  0.00
C -3.466208 -0.285574 -0.945933  -0.01
C -1.976871 2.510697 -1.323892  0.00
C -3.355619 3.127910 -1.623933  0.00
C -3.271924 4.633124 -1.865824  0.00
C -2.308387 4.958150 -3.011446  0.00
C -1.009135 4.137249 -2.925739  0.00
C -0.857588 3.531662 -1.534426  0.00
H -2.780396 5.609118 2.865284  0.00
H -2.592262 5.373444 4.597716  0.00
H -0.885966 3.572465 4.104657  0.00
H -0.402567 5.159133 3.517650  0.00
H -0.125731 3.168978 1.883607  0.00
H -0.872847 4.654806 1.278700  0.00
H -2.950814 3.667423 0.982549  0.00
H -2.326911 1.915749 3.380305  -0.01
H -3.858945 1.904313 2.501123  0.00
H -3.769217 3.368355 4.593869  0.00
H -4.474845 4.058265 3.142250  0.00
H -4.154350 1.112376 0.514571  0.00
H -3.583676 -0.117628 2.422859  0.00
H -2.065258 -0.693263 1.739762  -0.02
H -3.999458 -2.390047 2.138529  0.00
H -3.108198 -2.491460 0.625723  0.00
H -5.763635 -1.056555 1.034461  0.00
H -5.578766 -2.632004 0.281405  0.00
H -5.616857 -0.267138 -1.126332  0.00
H -4.840864 -1.732952 -1.724214  0.00
H -3.451087 0.379771 -1.807839  0.00
H -2.662742 -1.016058 -1.053155  0.00
H -1.793369 1.698918 -2.038267  0.01
H -4.052030 2.932854 -0.806926  0.00
H -3.769871 2.664524 -2.521641  0.00
H -2.953596 5.139502 -0.953234  0.00
H -4.264041 5.015675 -2.112824  0.00
H -2.076428 6.023715 -2.980276  0.00
H -2.805380 4.759977 -3.962217  0.00
H -0.146974 4.762903 -3.158608  0.00
H -1.024126 3.329496 -3.662588  0.00
H -0.902988 4.321090 -0.787448  0.00
H 0.111837 3.039475 -1.427293  -0.01

Atomic forces in eV per Å
0.4 0.3 0.1
-0.9 -0.4 0.2
0.1 0.0 0.4
-0.4 -0.2 0.2
-0.5 -0.1 -0.1
0.4 0.1 0.0
0.5 0.3 -0.1
1.1 -1.8 -1.1
0.4 0.1 -0.4
-0.3 2.1 0.6
0.0 -0.1 0.1
0.0 0.1 0.0
0.1 -0.1 0.1
0.0 0.0 0.0
0.0 -0.1 0.0
-0.1 0.1 0.0
-0.1 -0.1 0.1
-0.1 0.0 0.0
0.0 0.0 0.0
-0.2 -0.1 0.1
0.7 -0.4 -0.4
-1.1 0.4 -0.6
0.3 -0.1 0.0
-0.6 -0.7 -0.4
0.3 -0.1 0.2
0.3 0.1 1.0
0.1 0.0 0.1
-0.1 0.1 -0.1
0.0 0.0 0.0
-0.1 0.1 0.0
0.1 0.5 0.3
0.1 -0.2 0.0
-0.2 -0.8 -0.5
1.3 0.4 1.2
-1.4 0.4 -1.0
0.5 -0.8 0.1
0.0 0.0 0.0
-0.4 0.4 -0.2
0.2 0.1 0.1
0.0 0.0 0.0
0.1 0.1 0.1
0.0 0.0 0.0
-0.2 -0.3 -0.6
-0.2 0.1 0.9
0.1 0.1 0.1
-0.2 -0.2 0.6
-0.2 -0.2 -0.1
0.7 0.5 -0.7
0.0 -0.2 0.0
-0.1 0.1 -0.1
0.0 0.0 0.2
0.0 -0.1 -0.3
-0.2 0.0 0.2
0.1 0.0 0.1
0.1 -0.1 0.0
0.0 -0.1 0.0
-0.1 0.1 -0.1
0.0 -0.2 0.0
-0.1 -0.1 -0.1
-0.1 0.1 -0.1
0.1 0.1 0.0
-0.1 0.0 0.2
-0.2 -0.3 0.1
0.1 0.3 0.1
0.0 0.1 0.1
0.2 -0.4 0.0
-0.4 2.8 -0.1
0.1 -0.1 0.1
0.0 0.2 -0.1
0.2 0.1 0.1
0.6 -0.4 0.0
-0.2 -0.1 0.0
0.0 0.0 -0.1
-1.1 -1.4 -1.0
0.3 0.3 0.1
0.1 -0.2 0.1
-0.2 0.1 0.0
0.1 -0.1 0.1
0.1 0.0 0.0
-0.1 0.2 -0.1
0.5 -0.4 0.3
-0.1 0.1 0.2
-0.1 -0.1 -0.2
0.0 0.1 0.1
0.1 0.1 0.1
0.1 -0.2 -0.2
0.0 0.1 0.0
0.0 0.1 -0.1
0.1 0.0 0.1
0.1 -0.1 0.0
0.0 0.1 0.0
0.1 -0.1 0.0
0.1 -0.2 -0.1
-0.2 -0.1 0.0
0.1 -0.1 0.0
-0.1 0.0 0.0
-0.1 0.0 0.0
0.0 0.0 0.0
0.1 0.0 0.1
-0.2 0.0 0.1
0.1 -0.1 0.0
0.1 -0.1 0.0
-0.1 0.0 0.0
-0.1 0.1 0.0
0.0 0.0 -0.1
-0.1 0.0 0.0
0.1 0.0 -0.1
0.1 0.0 -0.1
0.0 0.1 0.1
-0.1 -0.1 -0.1
-0.1 -0.1 0.1
0.0 0.1 0.1
0.0 0.0 0.1
0.0 0.0 -0.1
0.0 0.1 0.0
0.0 0.0 -0.1
0.1 0.0 0.0
0.0 0.1 0.1
0.0 0.1 0.0

Its total energy is -7678.849084 hartree. The calculation puts the energy relative to the best compared isomer or geometry (same formula, charge and spin) at 15.0 kcal/mol. As for the multiplicity: 2. As for the expectation value of S²: 0.768. The frontier orbital gap (spin up / spin down) is 6.12 / 6.27 eV. The calculation puts the largest force on an atom at 2.8 eV Å⁻¹. As for the charge: +1. For the molar mass, the calculation gives 1143.1 g mol⁻¹.